No. 1
DFT (ωB97M-V with the def2-TZVPD basis set) results for a molecular structure, C17H21F3N5O10V at a distorted geometry.

The calculation puts the frontier orbital gap at 8.0 eV. As for the net charge: 0.

Last column: natural (NBO) charge in e.
Atoms and positions in Å:
V 0.16486 0.20089 0.07456  1.161
O 3.27743 0.12557 2.56879  -0.639
C 2.44404 0.68188 1.87065  0.801
O 1.95185 0.16655 0.80029  -0.710
C 1.88463 2.02790 2.25254  -0.262
C 2.65816 3.03702 2.76921  -0.095
C 2.06335 4.24518 3.14967  -0.050
C 0.69127 4.41118 3.05406  -0.116
C -0.09757 3.40231 2.53123  -0.091
C 0.46959 2.16536 2.09094  0.492
O -0.24267 1.21931 1.63566  -0.625
N -1.50580 3.62713 2.41268  0.529
O -2.12906 2.95326 1.61827  -0.370
O -1.98786 4.49758 3.10816  -0.386
N 2.87326 5.32436 3.63745  0.533
O 2.30666 6.34103 3.98219  -0.383
O 4.07615 5.16442 3.66260  -0.382
H 3.72385 2.90400 2.88715  0.263
H 0.24324 5.34376 3.36775  0.278
C -2.42941 -0.79823 -0.80901  -0.265
O -1.25677 -0.26799 -0.40178  -0.356
H -3.23274 -0.40209 -0.17117  0.236
H -2.40645 -1.89211 -0.68948  0.207
H -2.62612 -0.54114 -1.86226  0.196
F 0.40993 -2.41592 -0.96033  -0.345
C 0.89159 -1.16699 -1.17119  0.813
F 0.43022 -0.83909 -2.41181  -0.351
F 2.22081 -1.31236 -1.32444  -0.334
C 1.20349 -3.25546 4.49553  -0.412
N 0.47783 -2.52793 3.48718  -0.395
C -0.90487 -2.15808 3.62609  -0.317
C -1.14727 -1.39195 2.31837  0.686
O -2.18450 -0.86974 1.99742  -0.587
N 0.00636 -1.44066 1.58617  -0.637
C 0.92786 -2.10648 2.29137  0.689
N 2.14000 -2.40534 1.82777  -0.757
H 0.67810 -3.14540 5.44378  0.225
H 2.20820 -2.84641 4.61217  0.214
H 1.27180 -4.31948 4.24977  0.206
H -1.08272 -1.52537 4.50064  0.230
H -1.56738 -3.02900 3.67717  0.225
H 2.46535 -1.82418 1.05896  0.450
H 2.85206 -2.67365 2.48995  0.409
C -0.57739 3.45549 -1.11730  -0.628
C 0.56504 2.54913 -1.63282  0.236
C 0.31009 2.14422 -3.09417  -0.614
C 1.93852 3.22491 -1.50579  -0.617
O 0.54373 1.42445 -0.85798  -0.360
H -0.19694 4.20776 -0.42985  0.218
H -1.30519 2.83280 -0.59130  0.240
H -1.07613 3.94906 -1.94390  0.223
H 0.30747 3.02851 -3.72660  0.220
H -0.65178 1.63916 -3.17402  0.215
H 1.09113 1.46193 -3.42741  0.225
H 1.95808 4.14771 -2.07616  0.222
H 2.70365 2.54673 -1.87877  0.221
H 2.14146 3.44080 -0.45808  0.219

---

No. 2
DFT (ωB97M-V with the def2-TZVPD basis set) results for a molecular structure, C17H21N2OP2Zn at a distorted geometry.

The calculation puts the frontier orbital gap (spin up / spin down) at 3.1 / 2.9 eV. As for the net charge: -1.

Last column: natural (NBO) charge in e.
Atoms and positions in Å:
Zn 3.65076 2.29342 1.29046  0.065
C -2.60878 -0.10089 1.16085  -1.022
P -0.84336 0.12388 1.15506  1.784
C -0.43163 1.52156 2.15143  -1.067
C -0.08778 -1.44483 1.44551  -0.564
C -0.05769 -2.02372 2.69106  -0.187
C 0.53385 -3.31808 2.78469  -0.381
C 1.13621 -3.92573 1.64481  -0.289
C 1.09695 -3.31692 0.37886  -0.231
C 0.52867 -2.02648 0.28743  -0.636
P 0.40569 -1.03178 -1.19794  1.721
C 2.11291 -0.63276 -1.90802  -0.961
C -0.34015 -1.84504 -2.58972  -1.055
H -3.06051 0.13629 2.20151  0.244
H -2.97873 -1.08982 0.84188  0.258
H -2.93690 0.64961 0.47253  0.223
H -1.02562 2.46572 2.04677  0.242
H 0.64354 1.70167 1.99531  0.327
H -0.57875 1.12317 3.17653  0.266
H -0.40799 -1.39058 3.50355  0.191
H 0.70736 -3.81391 3.75979  0.192
H 1.53443 -4.95972 1.67594  0.186
H 1.58240 -3.78427 -0.46005  0.182
H 1.87576 -0.01840 -2.79437  0.212
H 2.61329 -1.50596 -2.21053  0.241
H 2.73833 -0.02400 -1.23030  0.273
H -0.25693 -2.94123 -2.52243  0.269
H 0.16648 -1.51520 -3.52757  0.220
H -1.37623 -1.49924 -2.72842  0.246
O 2.70208 0.23573 4.60892  -0.630
C 2.68028 0.94421 3.63910  0.777
N 2.50465 1.62261 2.64627  -1.165
N -0.46617 0.18785 -0.49143  -1.082
C -0.79115 1.27786 -1.31653  0.111
C 0.09919 2.36718 -1.25985  -0.222
C -0.15736 3.52669 -1.96531  -0.195
C -1.30023 3.65009 -2.71779  -0.221
C -2.19945 2.59475 -2.82921  -0.227
C -1.86650 1.35930 -2.22049  -0.190
H 0.96311 2.30204 -0.60032  0.249
H 0.52338 4.38130 -1.96714  0.224
H -1.45368 4.51877 -3.39854  0.210
H -3.08118 2.70814 -3.43306  0.211
H -2.49256 0.51671 -2.18924  0.203

---

No. 3
DFT (ωB97M-V with the def2-TZVPD basis set) results for a single C17H21N3O3S molecule at a distorted geometry.

The calculation puts the frontier orbital gap at 9.0 eV. The SMILES is CCCC(=O)Nc1c2c(nn1-c1cccc(C)c1C)CS(=O)(=O)C2. As for the net charge: 0.

Last column: natural (NBO) charge in e.
Atoms and positions in Å:
C 0.75378 4.05456 -1.19254  -0.607
C 1.31025 3.65996 0.12201  -0.457
C 0.12807 3.61812 1.05804  -0.476
C -0.96970 2.44867 0.59177  0.695
O -2.12530 2.54967 0.10687  -0.642
N -0.56202 1.12563 0.69808  -0.638
C -1.24314 -0.07076 0.40784  0.371
C -2.50104 -0.30751 0.12134  -0.195
C -2.50880 -1.64027 -0.31581  0.181
N -1.18813 -2.11631 -0.47529  -0.305
N -0.49132 -0.82528 -0.16699  -0.209
C 0.86011 -0.96237 -0.48875  0.162
C 1.55024 -0.22600 -1.27030  -0.199
C 2.91418 0.07982 -1.32014  -0.244
C 3.68067 -1.00652 -0.92604  -0.122
C 3.06909 -2.05008 0.07955  -0.095
C 3.90695 -2.98069 0.69041  -0.639
C 1.79273 -2.22589 0.22364  0.098
C 1.13200 -3.21973 1.07483  -0.642
C -3.82134 -2.39281 -0.27746  -0.682
S -4.94284 -0.94676 -0.44078  2.205
O -5.16422 -0.43951 -1.62857  -0.909
O -6.05483 -1.37285 0.50333  -0.961
C -3.82387 0.20696 0.53637  -0.679
H 1.46025 4.10604 -1.91237  0.206
H -0.02162 3.16451 -1.65822  0.210
H 0.06974 5.06561 -1.32947  0.235
H 1.80585 2.65928 0.24309  0.226
H 1.68664 4.51248 0.75383  0.240
H -0.58151 4.52114 1.16363  0.246
H 0.20968 3.38936 2.17790  0.230
H 0.47469 1.12323 1.12364  0.406
H 0.92431 0.85773 -1.64490  0.181
H 3.34195 0.59221 -1.95618  0.194
H 4.84239 -0.94150 -0.96652  0.208
H 3.92071 -2.99581 1.67519  0.223
H 5.00267 -2.83468 0.46114  0.216
H 3.74944 -3.88617 -0.09398  0.232
H 0.19260 -2.98607 0.97487  0.239
H 1.39256 -4.08364 0.67530  0.219
H 1.52841 -3.14646 1.91441  0.204
H -3.96281 -3.05769 0.50566  0.268
H -3.83262 -2.75605 -1.39144  0.258
H -4.02067 0.45841 1.62315  0.262
H -3.88418 1.27802 -0.05019  0.289

---

Energy relative to the best compared isomer or geometry (same formula, charge and spin) / kJ/mol: 102.9 19.3 1515.0
Electronic energy / eV: -79731.431 -89989.140 -39404.464